The following is a quantum chemistry calculation of C16H18AsMnN2O7S2 as an isolated structure, from the OMol25 dataset.

Computed properties:
* spin multiplicity: 6
* expectation value of S²: 8.754
* net charge: -1
* energy above the lowest of the compared OMol25 structures with the same formula, charge and spin: 2.6 kcal per mole
* highest occupied orbital energy (alpha / beta): -0.1837 / -0.1919 hartree
* calculated total energy: -5440.00516 Ha
* gap between HOMO and LUMO (alpha / beta): 0.2853 / 0.2935 Ha

The geometry in XYZ format:
```
47
C16H18AsMnN2O7S2 (the ωB97M-V functional and the def2-TZVPD basis)
Mn 0.51726 0.91480 -0.05938
O -0.97940 -2.61035 1.98681
As -1.41854 -1.61869 0.55997
O -2.28274 -2.52887 -0.47549
O 0.12359 -1.07285 0.16095
C -2.53435 -0.29376 1.49435
C -3.05569 -0.71304 2.71771
C -3.90322 0.10333 3.45207
C -4.24708 1.35908 2.97489
C -3.74241 1.78879 1.75979
C -2.89494 0.96896 1.02758
S -2.25330 1.62936 -0.49542
O -3.30597 2.37286 -1.13713
O -1.76814 0.44594 -1.20237
O -1.08426 2.45408 -0.10033
H -0.02051 -2.51833 2.04762
H -2.78076 -1.68958 3.09194
H -4.29870 -0.24449 4.39877
H -4.90879 1.99865 3.54581
H -4.00288 2.75914 1.35764
O 0.35591 1.23764 2.06398
N 1.26500 0.52578 2.69668
C 0.88624 -0.05794 3.85452
C 1.75808 -0.79539 4.60925
C 3.06822 -0.94446 4.15053
C 3.43152 -0.36519 2.96146
C 2.52762 0.38270 2.18568
S 2.93669 1.07924 0.67475
H -0.15099 0.11330 4.10077
H 1.41236 -1.24834 5.52664
H 3.78718 -1.52133 4.71760
H 4.42966 -0.47652 2.56327
C -0.25831 0.86501 -5.53899
C -0.30028 -0.08859 -4.33729
C 0.51235 -1.36094 -4.62439
C -1.74462 -0.45634 -3.98404
C 0.35089 0.59143 -3.20422
N 0.90905 1.11602 -2.34930
H -0.71391 0.36816 -6.39694
H 0.76645 1.13650 -5.79513
H -0.81866 1.77549 -5.32718
H 0.05857 -1.88595 -5.46644
H 0.50285 -2.01914 -3.75616
H 1.54685 -1.12199 -4.87400
H -2.18030 -0.94833 -4.85731
H -2.33151 0.42564 -3.73691
H -1.78975 -1.12903 -3.12891
```

These are the Löwdin partial charges, in e, on atoms 1 to 2:
1 Mn 0.652
2 O -0.279